ORCA calculation (ωB97M-V/def2-TZVPD) on C39H60I3N4O6SSbY as an isolated structure in a non-equilibrium geometry.

total charge = -1
E_LUMO = 1.97 eV
energy = -102389.689 eV
gap between HOMO and LUMO = 7.149 eV

Geometry (Å):
Y (-1.2340, 0.3325, 0.4152)
O (-1.1228, -2.9116, 2.8385)
C (-0.4633, -1.9809, 2.4000)
O (-0.5340, -1.5307, 1.1772)
C (0.6186, -1.3882, 3.2984)
C (2.0131, -1.4292, 2.6277)
C (3.0810, -1.4672, 3.7213)
C (2.9305, -0.0388, 4.3092)
C (1.9371, 0.5975, 3.3194)
O (2.1889, -0.1124, 2.0989)
C (0.5084, 0.1524, 3.6399)
C (-0.5143, 0.8191, 2.7327)
O (-1.7109, 0.4544, 2.7718)
O (-0.1267, 1.6501, 1.8420)
H (0.6205, -1.9933, 4.2026)
H (2.1093, -2.1698, 1.8365)
H (4.0651, -1.6047, 3.2732)
H (2.9138, -2.2597, 4.4517)
H (3.8771, 0.5005, 4.3145)
H (2.5309, -0.0435, 5.3246)
H (2.0558, 1.6631, 3.1561)
H (0.2031, 0.3220, 4.6720)
I (-6.4334, -0.2364, 0.2959)
C (-5.1153, -1.0098, -1.1045)
C (-5.6223, -1.6500, -2.2494)
C (-4.7808, -2.1890, -3.1788)
I (-5.6155, -3.1670, -4.8232)
C (-3.3736, -2.0951, -3.0098)
C (-2.4233, -2.6609, -3.8897)
C (-1.0930, -2.5346, -3.6269)
C (-0.6866, -1.7978, -2.4982)
N (-1.5320, -1.2488, -1.6647)
C (-2.8737, -1.4153, -1.8771)
C (-3.7537, -0.8843, -0.8552)
O (-3.2754, -0.3483, 0.2118)
H (-6.6933, -1.7192, -2.3815)
H (-2.7655, -3.2021, -4.7622)
H (-0.3458, -2.9741, -4.2739)
H (0.3631, -1.6817, -2.2822)
N (1.9100, -0.4770, -0.9246)
C (1.0169, 0.2337, -0.7356)
H (2.6628, -1.1344, -0.9204)
I (-2.0833, 2.4663, -1.2764)
C (5.2580, 4.3144, 0.2727)
C (4.3720, 3.0772, 0.1493)
C (4.8193, 2.2193, -1.0372)
C (4.5506, 2.2254, 1.4120)
Sb (2.1917, 3.3642, -0.0880)
C (1.7493, 5.0454, 1.2471)
C (0.2240, 5.1868, 1.2379)
C (2.4021, 6.3763, 0.8786)
C (2.1787, 4.6558, 2.6601)
C (2.0512, 4.3276, -2.0714)
C (3.2412, 5.1799, -2.5090)
C (1.8832, 3.1381, -3.0266)
C (0.7873, 5.1814, -2.1717)
H (6.3132, 4.0042, 0.2973)
H (5.0598, 4.8486, 1.2034)
H (5.1418, 5.0170, -0.5509)
H (5.8739, 1.9380, -0.9100)
H (4.7287, 2.7273, -1.9964)
H (4.2357, 1.2958, -1.0977)
H (5.6046, 1.9256, 1.5013)
H (3.9422, 1.3180, 1.3829)
H (4.2884, 2.7706, 2.3199)
H (-0.1701, 5.4498, 0.2592)
H (-0.0695, 5.9793, 1.9411)
H (-0.2664, 4.2609, 1.5459)
H (2.0921, 6.7339, -0.1018)
H (3.4901, 6.3257, 0.8890)
H (2.1009, 7.1390, 1.6118)
H (1.6489, 3.7625, 2.9989)
H (1.9278, 5.4698, 3.3542)
H (3.2521, 4.4795, 2.7400)
H (4.1653, 4.6104, -2.6056)
H (3.4255, 6.0109, -1.8257)
H (3.0228, 5.6118, -3.4964)
H (2.7398, 2.4594, -3.0028)
H (1.7723, 3.5024, -4.0575)
H (0.9867, 2.5620, -2.7818)
H (0.8715, 6.1216, -1.6273)
H (-0.1001, 4.6520, -1.8225)
H (0.6206, 5.4307, -3.2290)
C (3.8804, -6.5127, 1.2657)
C (2.5201, -7.1054, 1.6259)
C (1.8028, -6.3329, 2.7315)
C (1.3255, -4.9548, 2.2882)
N (0.2237, -5.0529, 1.3404)
C (0.2598, -4.5853, 0.0763)
S (1.6423, -3.8900, -0.6519)
N (-0.8544, -4.7496, -0.6636)
C (-1.9876, -5.6529, -0.4248)
C (-3.3638, -4.9903, -0.4797)
C (-3.6935, -4.0993, 0.7076)
C (-3.9801, -4.8827, 1.9836)
H (4.4118, -7.1506, 0.5570)
H (4.5070, -6.4059, 2.1561)
H (3.7715, -5.5317, 0.7996)
H (2.6505, -8.1421, 1.9477)
H (1.8856, -7.1220, 0.7350)
H (2.4768, -6.2077, 3.5863)
H (0.9391, -6.9059, 3.0822)
H (2.1338, -4.4051, 1.8085)
H (0.9778, -4.3742, 3.1446)
H (-0.6880, -4.9814, 1.7750)
H (-0.8031, -4.3139, -1.5720)
H (-1.8317, -6.1415, 0.5332)
H (-1.9489, -6.4343, -1.1892)
H (-4.1024, -5.7954, -0.5646)
H (-3.4271, -4.4029, -1.4001)
H (-4.5638, -3.4896, 0.4609)
H (-2.8703, -3.4137, 0.8893)
H (-4.8379, -5.5506, 1.8531)
H (-4.1964, -4.2032, 2.8076)
H (-3.1276, -5.4953, 2.2953)


ORCA calculation (ωB97M-V/def2-TZVPD) on a 2-piece molecular cluster, C15H17B2FIO13S overall in a non-equilibrium geometry.

total charge = -1
E_LUMO = 1.57 eV
energy = -65463.935 eV
gap between HOMO and LUMO = 8.499 eV

Geometry (Å):
C (-4.6525, -1.2914, -0.4520)
C (-3.6750, -0.1343, -0.5276)
S (-3.2943, 0.2211, -2.2600)
C (-2.2440, 1.6848, -2.0868)
C (-0.7238, 1.4543, -2.2977)
C (-0.4667, 1.6038, -3.7877)
C (0.9415, 1.3976, -4.2851)
O (1.3943, 0.3984, -4.7470)
I (2.2017, 3.1766, -4.1981)
O (-0.0882, 2.5461, -1.5677)
C (-0.0360, 2.1219, -0.2632)
O (0.3432, 2.7998, 0.6433)
O (-0.4672, 0.8315, -0.1913)
C (-0.1652, 0.2691, -1.5024)
C (1.3714, 0.1384, -1.6469)
C (2.1305, -0.5513, -0.4961)
F (1.3129, -1.0942, 0.4799)
B (-0.6924, -1.2174, -1.7928)
C (-0.7359, -1.8738, -3.2224)
O (-1.0329, -2.0007, -0.6992)
H (-5.6388, -1.0268, -0.8288)
H (-4.7699, -1.6006, 0.5859)
H (-4.2658, -2.1565, -0.9901)
H (-2.7827, -0.3837, 0.0256)
H (-4.0948, 0.7537, -0.0551)
H (-2.4701, 2.1413, -1.1301)
H (-2.5699, 2.3978, -2.8435)
H (-0.7406, 2.6236, -4.0568)
H (-1.1138, 0.9347, -4.3520)
H (1.8356, 1.1045, -1.8464)
H (1.5592, -0.4470, -2.5475)
H (2.7272, -1.3672, -0.9080)
H (2.8337, 0.1280, -0.0157)
H (-1.5441, -2.6045, -3.2089)
H (0.1789, -2.4255, -3.4576)
H (-0.9187, -1.1963, -4.0505)
H (-0.3536, -2.6648, -0.5301)
B (2.3588, -0.3593, 5.0071)
O (3.0521, -1.5726, 4.5242)
C (3.7723, -1.2735, 3.4558)
O (4.4506, -2.0307, 2.8217)
C (3.5848, 0.2266, 3.1665)
O (4.0994, 0.8322, 2.2687)
O (2.7637, 0.7167, 4.0774)
O (0.8952, -0.5430, 5.0267)
C (0.4421, -0.3619, 6.2580)
O (-0.6986, -0.4420, 6.6121)
C (1.6466, -0.0321, 7.1584)
O (1.6070, 0.1895, 8.3341)
O (2.7328, -0.0405, 6.3995)


ORCA calculation (ωB97M-V/def2-TZVPD) on a single C2H6N2Si molecule in a non-equilibrium geometry.

E_LUMO (alpha / beta) = 0.77 / 0.77 eV
energy = -13026.288 eV
gap between HOMO and LUMO (alpha / beta) = 8.314 / 8.316 eV

Geometry (Å):
C (0.7489, 1.5052, -0.0622)
C (-1.4033, 0.4485, 0.0760)
N (1.4798, 0.4720, -0.0265)
N (-0.9488, -0.8530, -0.1456)
Si (0.7818, -1.1128, -0.0004)
H (1.3073, 2.3931, 0.1377)
H (-1.3804, 0.9140, 1.0278)
H (-2.0903, 0.8699, -0.6558)
H (-1.2102, -1.2016, -1.0771)
H (1.5324, -2.1039, -0.7231)
H (1.1828, -1.3314, 1.4491)


ORCA calculation (ωB97M-V/def2-TZVPD) on C9H15O6PPt as an isolated structure in a non-equilibrium geometry.

total charge = +2
spin multiplicity = 3
E_LUMO (alpha / beta) = -9.40 / -12.28 eV
energy = -34376.277 eV
gap between HOMO and LUMO (alpha / beta) = 8.016 / 5.898 eV

Geometry (Å):
O (-1.2061, -3.1863, -1.7895)
C (-1.0737, -2.2283, -1.2953)
Pt (-0.0995, 1.0071, 0.5693)
C (-1.4157, 1.5102, -0.7583)
C (1.6521, 0.7236, -0.0421)
O (-2.0993, 2.1619, -1.4283)
O (2.7725, 0.8551, -0.2383)
C (0.4349, -4.4692, 2.7658)
C (0.2220, -3.6479, 1.5622)
O (0.9675, -2.3892, 1.7037)
P (0.3970, -0.8863, 1.9666)
O (-0.8031, -1.2272, 2.9179)
C (-1.4865, -0.2470, 3.7749)
C (-3.0191, -0.6928, 3.9037)
O (1.6160, -0.3428, 2.8226)
C (1.6520, 0.8363, 3.6872)
C (1.2241, 2.1379, 3.0428)
H (1.3854, -4.7765, 2.9262)
H (-0.1836, -5.5203, 2.5209)
H (-0.0724, -4.1063, 3.6270)
H (0.5676, -4.0763, 0.6416)
H (-0.8984, -3.3776, 1.4144)
H (-1.0447, -0.2391, 4.7298)
H (-1.4964, 0.7518, 3.3216)
H (-3.0218, -1.7347, 4.3463)
H (-3.4864, -0.0382, 4.5278)
H (-3.4651, -0.7329, 2.9201)
H (0.9189, 0.6135, 4.5635)
H (2.6007, 0.8805, 4.0757)
H (0.1851, 2.1699, 2.7069)
H (1.3721, 2.9268, 3.7872)
H (1.8886, 2.3662, 2.1785)


ORCA calculation (ωB97M-V/def2-TZVPD) on C3H6OSe as an isolated structure in a non-equilibrium geometry.

E_LUMO = 0.72 eV
energy = -70599.484 eV
gap between HOMO and LUMO = 8.936 eV

Geometry (Å):
C (-0.7450, 0.3239, -0.1565)
C (0.4452, 1.1900, 0.4178)
C (0.6230, -1.4913, 0.1290)
O (-0.5418, -1.0279, 0.3908)
Se (1.9820, 0.0291, -0.0084)
H (-1.7434, 0.5415, 0.3040)
H (-0.7035, 0.3842, -1.3494)
H (0.6901, 2.1397, 0.1045)
H (0.4915, 1.1543, 1.4699)
H (1.0637, -2.3261, 1.0997)
H (0.7411, -2.0700, -0.9192)


The highest energy belongs to which entry?
C2H6N2Si


Look up the energy of the third one.
-13026.288 eV


What is the energy in the first record?
-102389.689 eV


Copy entry 2 word for word.
ORCA calculation (ωB97M-V/def2-TZVPD) on a 2-piece molecular cluster, C15H17B2FIO13S overall in a non-equilibrium geometry.

total charge = -1
E_LUMO = 1.57 eV
energy = -65463.935 eV
gap between HOMO and LUMO = 8.499 eV

Geometry (Å):
C (-4.6525, -1.2914, -0.4520)
C (-3.6750, -0.1343, -0.5276)
S (-3.2943, 0.2211, -2.2600)
C (-2.2440, 1.6848, -2.0868)
C (-0.7238, 1.4543, -2.2977)
C (-0.4667, 1.6038, -3.7877)
C (0.9415, 1.3976, -4.2851)
O (1.3943, 0.3984, -4.7470)
I (2.2017, 3.1766, -4.1981)
O (-0.0882, 2.5461, -1.5677)
C (-0.0360, 2.1219, -0.2632)
O (0.3432, 2.7998, 0.6433)
O (-0.4672, 0.8315, -0.1913)
C (-0.1652, 0.2691, -1.5024)
C (1.3714, 0.1384, -1.6469)
C (2.1305, -0.5513, -0.4961)
F (1.3129, -1.0942, 0.4799)
B (-0.6924, -1.2174, -1.7928)
C (-0.7359, -1.8738, -3.2224)
O (-1.0329, -2.0007, -0.6992)
H (-5.6388, -1.0268, -0.8288)
H (-4.7699, -1.6006, 0.5859)
H (-4.2658, -2.1565, -0.9901)
H (-2.7827, -0.3837, 0.0256)
H (-4.0948, 0.7537, -0.0551)
H (-2.4701, 2.1413, -1.1301)
H (-2.5699, 2.3978, -2.8435)
H (-0.7406, 2.6236, -4.0568)
H (-1.1138, 0.9347, -4.3520)
H (1.8356, 1.1045, -1.8464)
H (1.5592, -0.4470, -2.5475)
H (2.7272, -1.3672, -0.9080)
H (2.8337, 0.1280, -0.0157)
H (-1.5441, -2.6045, -3.2089)
H (0.1789, -2.4255, -3.4576)
H (-0.9187, -1.1963, -4.0505)
H (-0.3536, -2.6648, -0.5301)
B (2.3588, -0.3593, 5.0071)
O (3.0521, -1.5726, 4.5242)
C (3.7723, -1.2735, 3.4558)
O (4.4506, -2.0307, 2.8217)
C (3.5848, 0.2266, 3.1665)
O (4.0994, 0.8322, 2.2687)
O (2.7637, 0.7167, 4.0774)
O (0.8952, -0.5430, 5.0267)
C (0.4421, -0.3619, 6.2580)
O (-0.6986, -0.4420, 6.6121)
C (1.6466, -0.0321, 7.1584)
O (1.6070, 0.1895, 8.3341)
O (2.7328, -0.0405, 6.3995)